1.
A structure of composition C55H107AgN4O13 at a distorted geometry, computed with ωB97M-V with the def2-TZVPD basis set.

Last column: Löwdin spin population.
Cartesian coordinates (Å):
Ag 16.8930 15.5263 5.9901  0.000
C 17.6617 12.2089 3.5574  0.000
C 17.6590 12.1207 5.0735  0.001
C 19.0878 11.9955 5.5501  0.000
O 17.0162 13.1489 5.7546  0.003
H 18.0581 13.1203 3.1097  0.000
H 16.6531 12.0617 3.1711  0.000
H 18.0754 11.3248 3.0723  0.000
H 17.1443 11.1894 5.3096  0.000
H 19.6527 12.8555 5.1905  0.000
H 19.4816 10.9987 5.3517  0.000
H 19.2619 11.9692 6.6258  0.000
C 11.9747 10.5703 5.6301  0.044
C 13.0080 10.8231 6.7396  0.057
C 12.4891 10.3459 8.1644  0.000
C 12.6346 8.8791 8.5237  0.000
C 14.1021 8.6185 8.3420  0.002
C 14.6245 8.8188 6.8870  0.048
N 14.3111 10.2247 6.5097  0.616
O 14.7944 10.5971 5.2738  0.109
C 16.2571 8.7338 6.8768  0.017
C 14.0516 7.6921 5.9871  0.042
C 13.2304 12.3953 6.8425  0.029
H 11.8553 9.5040 5.4378  0.000
H 12.2432 11.0302 4.6791  0.001
H 10.9588 10.9267 5.8007  0.004
H 13.0262 10.9940 8.8571  0.000
H 11.4297 10.5380 8.3340  0.000
H 11.9274 8.2591 7.9727  0.000
H 12.4153 8.8316 9.5903  0.000
H 14.4687 7.6327 8.6282  0.000
H 14.6738 9.2484 9.0235  0.000
H 16.5473 8.8972 5.8389  0.000
H 16.8492 9.4068 7.4969  0.000
H 16.5631 7.7322 7.1790  0.001
H 12.9920 7.4948 6.1493  0.001
H 14.2099 7.8167 4.9158  0.001
H 14.5894 6.7604 6.1622  0.005
H 13.4699 12.8086 5.8627  0.000
H 13.9289 12.7854 7.5828  0.000
H 12.2769 12.8922 7.0215  0.002
H 15.5577 11.1276 5.5140  0.015
C 16.5443 9.8181 0.9897  0.000
C 15.3042 9.1028 0.4761  0.000
C 14.0728 9.6474 1.3518  0.000
C 13.5798 10.9899 0.9318  0.000
C 13.2106 10.9350 -0.5327  0.000
C 14.3887 10.5459 -1.4977  0.000
N 14.9288 9.2605 -0.9469  0.000
O 15.9396 8.7899 -1.7880  0.000
C 13.6996 10.3354 -2.8626  0.000
C 15.4647 11.6983 -1.6209  0.000
C 15.4298 7.6144 0.8304  0.000
H 16.3911 10.8572 1.2813  0.000
H 17.2927 9.8566 0.1983  0.000
H 16.8913 9.2583 1.8582  0.000
H 13.2147 8.9951 1.1898  0.000
H 14.4292 9.5741 2.3793  0.000
H 14.3022 11.7188 1.2993  0.000
H 12.6424 11.1706 1.4578  0.000
H 12.7208 11.8250 -0.9279  0.000
H 12.3892 10.2185 -0.5251  0.000
H 13.0051 11.1425 -3.0952  0.000
H 14.5212 10.3657 -3.5782  0.000
H 13.2437 9.3770 -2.6141  0.000
H 15.0748 12.5977 -2.0975  0.000
H 16.0251 11.9507 -0.7207  0.000
H 16.2463 11.2757 -2.2522  0.000
H 15.8514 7.3988 1.8122  0.000
H 15.9832 7.0066 0.1146  0.000
H 14.4337 7.1729 0.7999  0.000
H 15.5356 7.9886 -2.1290  0.000
C 23.0348 10.8919 -0.6809  0.044
C 22.3550 11.9180 0.2780  0.040
C 21.1226 11.2781 0.9634  0.001
C 21.3751 10.1840 1.9069  0.000
C 22.2111 10.8989 3.0295  0.004
C 23.6071 11.4880 2.5099  0.060
N 23.3852 12.3013 1.3163  0.633
O 24.4563 13.0286 0.8179  0.087
C 24.3038 12.3541 3.6068  0.019
C 24.6309 10.3399 2.1343  0.067
C 21.8673 13.0950 -0.5120  0.010
H 22.5850 11.0066 -1.6671  0.006
H 22.8699 9.8283 -0.5084  0.002
H 24.1048 10.9936 -0.8621  0.001
H 20.5098 11.9392 1.5762  0.000
H 20.3514 10.8832 0.3020  -0.001
H 22.0546 9.3769 1.6330  0.000
H 20.4897 9.7184 2.3398  0.000
H 22.3177 10.1629 3.8264  0.000
H 21.7290 11.7222 3.5565  0.000
H 25.2029 12.9396 3.4151  0.000
H 23.6534 13.0418 4.1472  0.000
H 24.5642 11.7365 4.4664  0.001
H 24.8079 9.7511 3.0344  0.007
H 24.2410 9.6488 1.3870  0.001
H 25.5485 10.7817 1.7459  0.001
H 21.6915 13.9390 0.1550  0.000
H 20.9562 12.8869 -1.0730  0.001
H 22.6316 13.3106 -1.2586  0.000
H 24.1945 13.8740 1.1897  0.015
C 25.7093 12.3356 11.1956  0.000
C 24.3678 11.9764 10.4675  0.000
C 23.2439 12.3911 11.4034  0.000
C 21.8300 12.2306 10.8779  0.000
C 21.6852 13.0195 9.5616  0.000
C 22.7719 12.6622 8.5136  0.000
N 24.0868 12.6622 9.1686  0.000
O 25.0720 12.3598 8.3249  0.000
C 22.3143 11.3817 7.7666  0.000
C 22.6209 13.8604 7.4991  0.000
C 24.3418 10.4330 10.4116  0.000
H 25.7198 13.4107 11.3749  0.000
H 26.5794 12.2141 10.5503  0.000
H 25.9116 11.7921 12.1185  0.000
H 23.2241 11.8811 12.3665  0.000
H 23.2642 13.4288 11.7363  0.000
H 21.0332 12.5092 11.5674  0.000
H 21.7698 11.1937 10.5472  0.000
H 21.7283 14.0893 9.7664  0.000
H 20.6695 12.8293 9.2147  0.000
H 22.8898 11.3318 6.8422  0.000
H 22.5972 10.4867 8.3206  0.000
H 21.3402 11.1961 7.3141  0.000
H 23.1651 14.6410 8.0308  0.000
H 23.1819 13.5780 6.6082  0.000
H 21.6084 14.2174 7.3107  0.000
H 23.4781 9.8847 10.7876  0.000
H 25.1794 9.9959 10.9552  0.000
H 24.4302 10.0746 9.3860  0.000
H 25.5745 13.1770 8.2901  0.000
O 18.3203 16.1580 4.2182  0.000
C 19.4873 15.8975 4.1136  0.000
O 20.1436 16.1809 3.0130  0.000
C 21.4442 15.8550 3.0667  0.001
C 21.6443 15.1751 4.4203  0.000
C 20.4217 15.5043 5.1879  0.000
H 22.0384 16.7667 3.1282  0.000
H 21.8678 15.1192 2.3832  0.001
H 22.5170 15.3970 5.0345  0.000
H 21.7260 14.1227 4.1485  0.000
H 20.5489 16.4085 5.7832  0.000
H 20.0194 14.7788 5.8949  0.000
O 16.7685 15.2052 -2.9894  0.000
C 17.2671 15.0627 -1.9036  0.000
O 16.4792 14.8382 -0.7797  0.000
C 17.2625 14.5133 0.3484  0.000
C 18.6501 14.0841 -0.1657  0.000
C 18.7708 14.8982 -1.4895  0.000
H 16.7455 13.9409 1.1185  0.000
H 17.3113 15.4654 0.8768  0.000
H 18.8186 13.0182 -0.3191  0.000
H 19.2768 14.2889 0.7023  0.000
H 19.3558 14.5702 -2.3488  0.000
H 19.1614 15.8900 -1.2618  0.000
O 15.4000 15.6739 4.3360  0.000
C 14.3481 15.3921 3.8242  0.000
O 13.2524 16.1894 3.9273  0.000
C 12.0152 15.4277 3.6744  0.000
C 12.4964 14.1680 2.9153  0.000
C 14.0033 14.1813 2.9320  0.000
H 11.1626 16.0046 3.3161  0.000
H 11.7758 15.1901 4.7109  0.000
H 12.1571 14.2350 1.8817  0.000
H 12.1344 13.2201 3.3136  0.000
H 14.3844 14.4882 1.9580  0.000
H 14.3834 13.2445 3.3395  0.000
O 14.1614 12.9212 10.5319  0.000
C 15.2902 13.3018 10.3753  0.000
O 15.8700 14.1987 11.2487  0.000
C 17.1713 14.5266 10.8072  0.000
C 17.5623 13.3795 9.9165  0.000
C 16.2920 12.8603 9.3711  0.000
H 17.8320 14.6358 11.6672  0.000
H 17.1696 15.4490 10.2265  0.000
H 18.0959 12.6554 10.5322  0.000
H 18.1427 13.7389 9.0667  0.000
H 16.3502 11.7861 9.1959  0.000
H 15.9539 13.3331 8.4490  0.000

Calculated values
⟨S²⟩	2.01
spin multiplicity	3
charge	+2
total energy	-95321.383	eV

2.
A cluster of 14 separate species, C55H118N16O22 in total at a distorted geometry, computed with ωB97M-V with the def2-TZVPD basis set.

Last column: Mulliken charge in e.
Cartesian coordinates (Å):
C 2.8853 -1.5700 -6.6930  -0.794
N 2.2602 -2.4168 -7.7811  0.103
C 1.9712 -3.6853 -7.5458  -0.167
C 1.3905 -4.4726 -8.4892  -0.823
C 0.9107 -3.9243 -9.6908  0.758
C 1.2220 -2.6116 -9.9300  -0.775
C 1.9732 -1.9151 -8.9738  -0.116
C -0.0476 -4.6452 -10.6066  0.785
C -1.1677 -3.9847 -11.0755  -0.687
C -2.0390 -4.5478 -12.0110  -0.215
N -1.9774 -5.8800 -12.1999  -0.051
C -0.9512 -6.5529 -11.7038  -0.149
C -0.0032 -5.9989 -10.9377  -0.644
C -2.9990 -6.6193 -13.1187  -0.792
H 2.3269 -0.6361 -6.7782  0.408
H 3.9316 -1.5314 -6.9094  0.340
H 2.7832 -1.9753 -5.6721  0.159
H 2.1724 -4.1148 -6.5635  0.447
H 1.0438 -5.4667 -8.2979  0.462
H 0.9118 -1.9967 -10.7575  0.488
H 2.2870 -0.8671 -9.0957  0.438
H -1.3442 -2.9049 -10.8406  0.403
H -2.8483 -3.9577 -12.4160  0.381
H -0.9952 -7.5516 -12.0768  0.555
H 0.8520 -6.6458 -10.7362  0.471
H -2.4380 -6.9526 -13.9815  0.384
H -3.8175 -5.9335 -13.3372  0.250
H -3.2765 -7.4850 -12.5756  0.385
C -4.6326 4.4748 -0.7135  -0.508
N -5.3647 3.2240 -0.4268  0.299
C -4.8133 2.0091 -0.5810  -0.029
C -5.5112 0.8121 -0.4732  -0.917
C -6.8077 0.8852 0.1207  0.808
C -7.3487 2.1637 0.4280  -0.925
C -6.6162 3.3011 0.0615  -0.476
C -7.6616 -0.2627 0.2912  0.976
C -7.0439 -1.4640 0.5239  -0.772
C -7.8449 -2.5924 0.4511  -0.309
N -9.1335 -2.5063 0.3604  0.069
C -9.7821 -1.2738 0.3547  -0.517
C -9.0756 -0.1516 0.2069  -0.741
C -10.0834 -3.7183 0.3430  -0.881
H -3.5861 4.2607 -0.6523  -0.116
H -4.8937 5.1995 0.0769  0.399
H -4.9254 4.8929 -1.6911  0.327
H -3.7415 1.9447 -0.9130  0.493
H -4.9406 -0.0727 -0.8004  0.638
H -8.2990 2.3232 0.9555  0.583
H -6.9515 4.2999 0.2478  0.465
H -5.9847 -1.5664 0.7322  0.532
H -7.3779 -3.5414 0.5106  0.546
H -10.8404 -1.2249 0.1809  0.436
H -9.5458 0.7905 -0.0357  0.562
H -9.4980 -4.5297 0.8140  0.316
H -10.3594 -3.9279 -0.6968  0.330
H -10.9561 -3.5250 0.9604  0.416
C 1.3897 -6.1784 2.5827  -1.160
C 0.0978 -6.7249 2.0938  0.245
C 0.1974 -8.1904 1.7832  -0.858
O -1.1240 -8.6968 1.6700  -0.369
C -1.1737 -10.1170 1.7862  -0.717
N -1.0353 -6.5242 3.1110  -0.144
H -1.4871 -5.5410 3.1127  0.130
H -1.7633 -7.2738 2.9036  0.497
H -0.6743 -6.7677 4.0470  0.425
H 1.7605 -6.6752 3.4684  0.434
H 1.1995 -5.0856 2.7772  0.229
H 2.1426 -6.3012 1.7961  0.405
H -0.3390 -6.3012 1.1718  0.301
H 0.5783 -8.7982 2.6493  0.384
H 0.8163 -8.2951 0.9250  0.415
H -2.2138 -10.3745 1.9760  0.256
H -0.5460 -10.4360 2.6429  0.354
H -0.8339 -10.7255 0.9269  0.288
C -1.0448 5.9209 -1.8437  -1.520
C 0.3314 5.5375 -1.2082  0.474
C 0.8905 6.7633 -0.5531  -0.699
O 0.0208 7.0173 0.5461  -0.262
C 0.1100 8.4495 0.7449  -1.059
N 0.2921 4.4787 -0.1058  1.630
H -0.2260 4.8186 0.7598  0.165
H -0.2902 3.6905 -0.4360  -0.652
H 1.2192 4.2120 0.3082  -0.442
H -1.5244 5.0777 -2.3150  0.294
H -0.9349 6.6075 -2.6357  0.604
H -1.7462 6.4280 -1.1430  0.229
H 0.9683 5.1180 -2.0153  0.380
H 1.0134 7.5700 -1.2703  0.667
H 1.9055 6.5080 -0.1096  0.192
H -0.5114 9.0015 0.0526  0.365
H 1.1382 8.8547 0.7245  0.445
H -0.2497 8.6381 1.7856  0.237
C -2.8039 -2.0986 6.8200  -1.113
C -3.8967 -1.0898 6.4860  -0.220
C -3.7028 -0.4143 5.0835  0.523
O -4.8960 0.2825 4.7032  -0.479
C -4.9596 1.7153 5.1139  -0.499
N -5.1918 -1.8862 6.2932  -0.047
H -5.8418 -1.1949 5.9750  0.321
H -4.9748 -2.7184 5.6824  0.323
H -5.5821 -2.1753 7.1812  0.407
H -2.7516 -2.7869 5.9461  0.182
H -3.0214 -2.5167 7.8140  0.403
H -1.8854 -1.5277 6.8298  0.364
H -4.0763 -0.3064 7.2419  0.442
H -3.4800 -1.2081 4.3969  -0.483
H -2.8625 0.2472 5.0322  0.433
H -4.4510 2.3525 4.3608  0.020
H -4.4385 1.8204 6.0760  0.319
H -6.0310 1.9254 5.1315  0.286
C 6.1309 3.7897 -3.4292  -1.364
C 5.4439 3.1875 -2.2053  0.503
C 5.4471 1.6437 -2.2011  -0.614
O 6.7859 1.1650 -2.0050  -0.130
C 7.3698 0.5363 -3.1653  -0.898
N 6.0791 3.5610 -0.9019  0.072
H 7.0101 3.1590 -0.7380  0.416
H 6.2735 4.5740 -0.8565  0.441
H 5.5189 3.2362 -0.1105  -0.085
H 5.5725 3.4158 -4.3110  0.348
H 7.2004 3.4822 -3.3985  0.346
H 6.1080 4.9030 -3.4175  0.426
H 4.3966 3.5437 -2.0429  -0.050
H 4.9954 1.1713 -3.1223  0.493
H 4.8171 1.3444 -1.3703  0.182
H 8.2987 0.0490 -2.9317  0.281
H 7.5172 1.2706 -3.9549  0.321
H 6.6786 -0.2381 -3.5310  0.345
C 0.6123 4.3818 4.9328  -0.474
N 1.1203 5.8217 4.7884  0.721
C 0.8792 6.1485 3.3638  -1.184
C 0.4081 6.8208 5.5863  -1.144
C 2.7039 6.0408 5.0125  -0.663
C 3.1536 6.0288 6.4577  -0.625
O 2.5842 4.8593 7.0954  -0.489
H 1.5265 3.8035 5.0360  0.313
H 0.0807 4.0686 4.0341  0.096
H -0.0813 4.2529 5.8006  0.234
H 1.0852 7.2262 3.2125  0.502
H -0.1713 5.9401 3.0435  0.348
H 1.6132 5.5962 2.7807  0.272
H 0.9361 7.7559 5.6129  0.377
H 0.3412 6.4397 6.6112  0.369
H -0.6029 6.9817 5.2619  0.368
H 2.8134 7.0083 4.5339  0.414
H 3.1481 5.2845 4.3857  0.377
H 2.7542 6.9343 6.9227  0.390
H 4.2569 6.0206 6.5466  0.423
H 2.8616 5.0533 7.9962  0.334
C 7.9230 -1.2399 0.2020  -0.759
N 7.0036 -0.9795 1.2798  0.250
C 5.6913 -0.7199 0.8225  -1.529
C 6.8842 -2.3190 2.0524  -0.941
C 7.5557 0.0433 2.2451  -0.411
C 6.4177 0.7941 2.9833  -0.315
O 5.7224 0.0491 3.9489  -0.509
H 8.0024 -0.2858 -0.3028  0.288
H 7.4886 -1.9558 -0.5110  0.323
H 8.9272 -1.4797 0.5638  0.381
H 4.9986 -0.5079 1.6403  0.490
H 5.3352 -1.5942 0.3069  0.615
H 5.7270 0.1278 0.1098  0.292
H 7.8684 -2.6521 2.4547  0.346
H 6.4887 -2.9537 1.2711  0.444
H 6.1988 -2.0667 2.8495  0.405
H 8.1621 0.6743 1.6552  0.528
H 8.2345 -0.4195 2.9352  0.354
H 5.7165 1.3322 2.3306  0.091
H 7.0472 1.5899 3.4338  0.451
H 6.1766 -0.0510 4.8089  0.374
C -0.1962 0.7882 1.8261  -1.700
N -0.7560 -0.5764 1.7921  1.365
C -0.1211 -1.4930 2.7818  -0.683
C -2.2152 -0.5363 2.1488  -0.277
C -0.6993 -1.1509 0.4063  -0.113
C 0.6669 -1.1254 -0.1818  -0.896
O 1.5446 -1.9901 0.5548  -0.563
H 0.8745 0.8029 1.8686  0.329
H -0.4951 1.2893 2.6926  0.735
H -0.5066 1.3571 0.9020  0.063
H 0.9127 -1.6773 2.3664  0.082
H -0.7222 -2.4272 2.8162  0.181
H -0.0905 -1.0730 3.7732  0.419
H -2.5524 -1.5628 2.3205  0.442
H -2.8035 -0.0361 1.3495  -0.226
H -2.2744 0.0267 3.0876  -0.118
H -1.4307 -0.5179 -0.1651  0.056
H -1.1157 -2.1919 0.5406  0.404
H 1.0693 -0.1383 -0.2312  0.299
H 0.5622 -1.4676 -1.2065  0.501
H 2.1694 -2.2879 -0.0829  0.472
N 3.3948 3.0555 1.0380  1.292
O 2.4402 2.9243 1.8369  -0.620
O 3.3896 3.8277 0.1007  -0.701
O 4.3852 2.3368 1.1992  -1.131
N -1.2694 1.8455 -1.8556  1.152
O -1.9206 2.6614 -1.1299  -0.777
O -1.9875 1.0346 -2.4358  -0.790
O -0.0753 1.8633 -1.9568  -0.683
N -2.3426 3.1337 2.3959  0.560
O -2.9090 2.4844 1.5162  -0.048
O -2.3737 2.6444 3.5487  -0.559
O -1.7252 4.2023 2.1873  -0.733
N 2.8727 -2.1121 -2.6785  1.050
O 2.0731 -2.9895 -3.0423  -0.704
O 3.2101 -1.9919 -1.4777  -0.732
O 3.3939 -1.4426 -3.5615  -0.660
N -3.6722 -4.1573 3.4802  1.298
O -3.7524 -4.6301 2.3616  -0.736
O -2.4571 -4.1051 3.9037  -0.923
O -4.6362 -3.7310 4.0895  -0.834

Calculated values
spin multiplicity	1
charge	+6
total energy	-127758.988	eV